{
  "formula": "C13H29BBr3N2O6",
  "method": "ωB97M-V/def2-TZVPD",
  "species": ["N", "H", "O", "H", "C", "H", "C", "N", "O", "O", "H", "B", "H", "H", "H", "H", "H", "H", "C", "C", "H", "C", "C", "Br", "O", "H", "H", "O", "H", "H", "H", "C", "H", "H", "H", "H", "H", "C", "H", "H", "H", "Br", "H", "C", "H", "H", "O", "Br", "C", "H", "H", "C", "C", "C"],
  "positions_angstrom": [[0.58123, 3.56460, 3.46969], [4.22123, 3.48465, 3.87037], [-6.63559, -2.72783, -2.44949], [-0.87952, -4.30820, -2.94601], [0.32981, 1.32191, -1.77542], [0.49007, 0.12599, -0.03591], [1.75725, 2.42598, 5.31254], [-3.34606, -1.42936, -2.08099], [1.39546, -2.43435, -4.02307], [-0.50933, -1.33740, -2.11210], [0.23677, 1.57152, 4.04829], [1.21061, -2.96397, -2.77850], [-0.80119, 0.72355, -3.53307], [-2.74232, 0.59786, -1.79989], [-3.15925, -0.31289, -0.37881], [1.41314, 1.48212, 1.97081], [0.60862, 2.27569, -1.33513], [2.40169, -2.72253, -0.45742], [-0.51307, 1.62146, -2.99717], [-1.18324, -0.73059, -1.04128], [0.10647, 4.10288, 4.19335], [-0.20789, -2.70436, -2.05215], [-0.31662, 0.49982, -0.65988], [2.04173, 0.53513, -2.24997], [-1.20268, -3.41114, -2.79818], [-0.24050, -3.05016, -1.01267], [1.01197, 2.59051, 6.09179], [2.87580, 2.79398, 2.42377], [-4.69513, -1.87449, -0.55887], [0.55137, -2.39448, -4.48940], [-1.41833, 2.13761, -2.67031], [-5.45868, -2.75551, -2.29672], [4.50840, 1.82286, 3.29391], [-0.05039, 3.44501, 2.67579], [-5.34589, -0.76269, -1.75661], [2.32424, 1.53737, 5.57983], [4.86535, 3.20755, 2.24649], [-4.70104, -1.63800, -1.62449], [1.39474, 4.09039, 3.12033], [2.57222, 0.86282, 3.14882], [0.02594, 2.30981, -3.64040], [-1.31991, 1.69446, 0.52809], [-3.31263, -1.28356, -3.07818], [2.41700, -3.73704, -0.85436], [3.39892, -4.16189, -0.66813], [2.43812, 3.27822, 5.31756], [2.18228, -3.76085, -2.25681], [-4.46404, -4.30781, -2.86455], [-2.66023, -0.39080, -1.34396], [-1.19094, -1.36388, -0.15003], [1.68852, -4.34870, -0.31987], [2.02156, 1.75201, 2.83879], [4.18678, 2.82307, 3.00307], [1.09715, 2.23363, 3.95656]],
  "mulliken_charge": [-0.19, 0.27, -0.46, 0.30, -0.06, 0.46, -1.52, -0.01, -0.53, 0.03, 0.37, 0.95, 0.27, 0.30, 0.61, -0.33, 0.52, 0.21, -1.39, -0.03, 0.39, -0.42, -0.49, -0.11, -0.37, 0.22, 0.44, -0.45, 0.37, 0.30, 0.32, 0.21, 0.34, 0.16, 0.33, 0.36, 0.25, -0.40, 0.41, 0.54, 0.47, -0.18, 0.23, -0.61, 0.27, 0.39, -0.48, -0.14, -1.27, 0.30, 0.30, 0.15, -0.68, 0.07],
  "gap_ev": 7.94,
  "lumo_ev": -3.25,
  "spin_multiplicity": 1,
  "total_charge": 1
}

{
  "formula": "C13H29CuNO3",
  "method": "ωB97M-V/def2-TZVPD",
  "species": ["C", "H", "O", "C", "H", "H", "C", "H", "H", "C", "H", "H", "H", "H", "C", "C", "H", "H", "C", "H", "H", "O", "H", "C", "H", "C", "H", "C", "H", "H", "H", "H", "H", "H", "H", "H", "C", "H", "N", "C", "H", "H", "O", "H", "Cu", "C", "H"],
  "positions_angstrom": [[19.97098, 27.69837, 2.35323], [16.46784, 25.43860, -3.17826], [15.39603, 27.54363, -0.23854], [16.39248, 26.47531, -2.84163], [21.87911, 27.12553, 3.11869], [15.31404, 28.52134, 1.83796], [18.69713, 28.48757, -2.76998], [18.76831, 29.71199, -1.00986], [18.30748, 28.51942, -3.78772], [21.23483, 28.00870, 3.17623], [14.80486, 27.43552, -1.00878], [15.33758, 26.50360, -2.54585], [16.88432, 31.23164, -0.28293], [19.22214, 27.34062, -1.06981], [16.69791, 29.30048, -1.21108], [17.38532, 25.54060, -0.66496], [15.51938, 30.63528, -2.58046], [14.67516, 27.32920, 4.57561], [14.87562, 27.21769, 3.48986], [17.98718, 30.53030, -2.28352], [15.47840, 29.39585, 3.36475], [18.99638, 26.97885, 3.03831], [17.05932, 29.87759, 0.80811], [17.23612, 26.77223, -1.59472], [21.67400, 28.81656, 2.57989], [16.48736, 30.24190, -0.04739], [19.53224, 28.70367, 2.13362], [18.64334, 27.18692, -1.98659], [16.56492, 25.47378, 0.04903], [17.35371, 24.62150, -1.26151], [21.00760, 28.22352, 4.21563], [15.41770, 30.31564, 0.13833], [19.77759, 28.64360, -2.84879], [20.19790, 27.24457, 1.36550], [14.65137, 29.39133, -1.87171], [16.59927, 27.09693, -3.70753], [18.09785, 29.52703, -1.85766], [13.98929, 26.67037, 3.10558], [16.64904, 27.89521, -0.78486], [14.90764, 28.61821, 2.84996], [15.66094, 28.89943, -3.16637], [19.21292, 26.39142, -2.47656], [16.01268, 26.44357, 3.41981], [18.38334, 25.45389, -0.23568], [17.32463, 27.39025, 1.41534], [15.63681, 29.58307, -2.32306], [13.91207, 29.05533, 2.68252]],
  "mulliken_charge": [0.56, 0.41, -0.32, -1.70, 0.29, -0.18, -0.75, 0.45, 0.35, -1.32, 0.28, 0.39, 0.45, 0.07, 1.41, -2.22, 0.40, 0.28, -0.52, 0.47, 0.32, -0.79, 0.19, 1.81, 0.36, -1.80, -0.07, -1.23, 0.49, 0.42, 0.31, 0.40, 0.40, -0.03, 0.41, 0.28, -1.44, 0.18, 0.90, -0.64, 0.30, 0.46, -0.76, 0.44, 0.57, -1.72, 0.44],
  "gap_ev": 4.92,
  "lumo_ev": 2.35,
  "spin_multiplicity": 1,
  "total_charge": -1
}

{
  "formula": "C13H29F3InN6OPS",
  "method": "ωB97M-V/def2-TZVPD",
  "species": ["N", "N", "In", "P", "C", "H", "H", "H", "C", "C", "H", "H", "H", "H", "C", "H", "H", "C", "C", "S", "H", "H", "H", "N", "C", "H", "C", "C", "H", "H", "H", "H", "N", "H", "O", "C", "H", "H", "H", "C", "C", "H", "H", "H", "F", "H", "F", "N", "C", "F", "H", "N", "H", "H", "H"],
  "positions_angstrom": [[2.28581, -2.81707, -3.97349], [2.16068, -0.69944, -4.37994], [-1.10234, 0.98519, 2.20029], [-0.84525, 0.28748, -0.27526], [0.02473, 4.73561, 1.59848], [1.60997, -2.47280, 4.29546], [0.80214, -2.91373, -2.42098], [2.52600, -4.60186, -5.04850], [2.77004, -1.82931, -4.72291], [2.69779, -4.21720, -4.04634], [3.52805, -1.93396, -5.47936], [4.47617, 0.40081, -5.44282], [1.36717, 2.16707, 2.67769], [-1.38414, -1.34444, 3.73006], [1.33327, -2.29722, -3.12425], [0.42086, -0.26938, -0.56382], [0.92373, -2.74486, 1.23231], [1.77884, -1.89878, 3.38098], [2.36252, 0.62815, -4.98673], [-1.10634, 1.73919, -1.64862], [2.46215, -2.46397, 2.74288], [4.14054, 1.13665, -3.87005], [-6.06629, 1.02720, 3.17125], [-5.56148, 0.86943, 2.30912], [1.25753, -0.97051, -3.38492], [-3.46553, 2.02226, 1.39407], [-0.50045, -0.78231, 3.42266], [3.80956, 1.07753, -4.90640], [-3.58653, 0.72950, 4.57668], [2.25026, -0.95681, 3.66985], [-3.33329, 2.38087, 3.09690], [-3.79473, -0.83547, 4.21925], [-4.18970, 0.08600, 4.07674], [2.10358, -4.78426, -3.33713], [0.49468, 3.51830, 1.43722], [-4.19093, 0.44039, 2.64860], [0.17619, 3.16128, 3.48756], [2.01620, 0.57897, -6.01853], [0.64782, -0.18124, -2.95290], [0.45668, -1.65044, 2.69670], [0.36806, 2.59750, 2.57313], [-0.03182, -0.40068, 4.33394], [3.75027, -4.30866, -3.78956], [3.90456, 2.06426, -5.35554], [-1.16232, 4.77954, 2.24761], [-1.73116, -0.76124, -0.59074], [-0.13256, 5.32035, 0.41042], [0.15356, -2.16248, 1.56265], [-3.19740, 1.58017, 2.36169], [0.85371, 5.53810, 2.32798], [-5.54527, 1.73993, 1.79415], [-3.91234, -0.78782, 1.88917], [1.70788, 1.31120, -4.44882], [-3.67968, -0.55326, 0.92992], [-3.10144, -1.26374, 2.27220]],
  "mulliken_charge": [0.13, 0.18, 0.76, 0.20, 0.87, 0.30, 0.49, 0.35, -0.21, -0.83, 0.39, 0.34, 0.25, 0.26, -0.40, -0.13, 0.16, -1.33, -0.37, -0.54, 0.42, 0.34, 0.29, -0.73, -0.12, 0.47, -0.98, -1.12, 0.25, 0.28, 0.45, 0.28, -0.74, 0.30, -0.31, 1.21, 0.41, 0.29, 0.10, 0.70, -0.98, 0.44, 0.34, 0.37, -0.24, 0.01, -0.27, -0.57, -1.83, -0.30, 0.32, -0.75, 0.32, 0.22, 0.26],
  "gap_ev": 5.95,
  "lumo_ev": -0.79,
  "spin_multiplicity": 1
}

{
  "formula": "C13H29HgN3O4",
  "method": "ωB97M-V/def2-TZVPD",
  "species": ["C", "O", "H", "H", "H", "H", "O", "C", "C", "N", "H", "H", "H", "C", "C", "H", "H", "H", "H", "H", "O", "H", "H", "C", "H", "H", "H", "H", "H", "C", "C", "C", "H", "C", "N", "C", "Hg", "C", "H", "H", "H", "N", "H", "H", "O", "C", "H", "H", "H", "H"],
  "positions_angstrom": [[1.05030, -3.72418, -0.24727], [2.77910, -2.09048, -0.44785], [2.35377, -3.03971, 1.32906], [0.31139, 1.21990, 0.97811], [-2.68559, 2.92714, 0.67448], [-0.73612, -0.94333, 2.65148], [0.00863, -2.77363, -0.04720], [2.39142, -3.25717, 0.25717], [3.87157, 0.03134, -0.36310], [-3.25657, 1.09355, -0.66551], [-4.73647, -0.16701, 0.03909], [0.27340, -3.13383, 1.98498], [-4.44661, 1.27385, -2.42893], [-1.83689, 3.34974, 0.14927], [-0.34124, -1.11107, 1.64192], [2.50688, 2.28775, 1.24069], [-0.07881, 2.35889, -2.50220], [-3.59536, -1.00539, -1.01106], [-5.16451, 1.91453, -0.93585], [4.77153, -1.84348, 0.06438], [0.98631, -0.64403, 1.52605], [3.11985, -4.06039, 0.09791], [1.09640, -3.88662, -1.32440], [-0.08168, 2.74559, -1.48607], [-2.14159, 4.27334, -0.34553], [0.79020, 2.34353, -0.96312], [0.88861, 1.09963, 2.65158], [-3.12914, -0.54687, 0.64030], [3.59102, -1.32750, 1.28414], [3.79900, -1.35941, 0.20989], [-4.23602, 1.80369, -1.49315], [2.44517, 1.19764, 1.18405], [4.73058, 0.55074, 0.07177], [-1.93806, 1.22785, -1.11272], [-1.31834, 0.33482, -1.84299], [-0.37941, -2.57733, 1.30919], [0.79378, -0.60574, -1.70259], [1.07245, 0.76142, 1.62460], [-0.97353, -0.56820, 0.92879], [0.79975, -4.67490, 0.23291], [3.20359, 0.78029, 1.84993], [-1.33199, 2.39321, -0.82717], [-1.40010, -2.94627, 1.44204], [0.00104, 3.83030, -1.51485], [2.68205, 0.79176, -0.16192], [-3.68682, -0.23103, -0.23866], [-3.86141, 2.79699, -1.73639], [-1.04882, 3.58650, 0.86609], [4.01046, -0.01657, -1.44324], [-1.92320, -0.43982, -2.08813]],
  "lowdin_spin": [0.01, 0.10, 0.00, 0.00, 0.00, 0.00, 0.05, 0.01, 0.02, 0.02, 0.00, 0.00, 0.00, 0.00, 0.00, 0.00, 0.00, 0.00, 0.00, 0.00, 0.01, 0.00, 0.01, 0.01, 0.00, 0.00, 0.00, 0.00, 0.00, 0.01, 0.00, 0.00, 0.00, 0.01, 0.18, 0.00, 0.48, 0.00, 0.00, 0.00, 0.00, 0.00, 0.00, 0.00, 0.06, 0.00, 0.00, 0.00, 0.01, 0.00],
  "gap_ev": [8.90, 7.88],
  "lumo_ev": [-1.77, -4.38],
  "spin_multiplicity": 2,
  "total_charge": 1
}

no.,E (a.u.)
1,-8820.3982
2,-2433.5149
3,-2145.7078
4,-1131.0908